The following is a DFT calculation (ωB97M-V/def2-TZVPD) of C12H18As2F13MnO9 as an isolated structure in a non-equilibrium geometry.

Properties
orbital gap (spin up / spin down)	7.4425 / 8.0575	eV
multiplicity	6
<S²>	8.752
HOMO energy (spin up / spin down)	-5.52 / -6.14	eV
net charge	-1
E	-8066.37918	Eh
energy relative to the best compared isomer or geometry (same formula, charge and spin)	1.924	eV

Last column: Mulliken spin population.
CARTESIAN COORDINATES (ANGSTROEM)
1 As -31.75 -13.35 6.17  0.0071
2 As -28.71 -9.52 11.67  0.0102
3 Mn -30.41 -11.00 8.75  4.7794
4 F -30.11 -13.42 5.55  0.0015
5 F -27.56 -8.38 11.04  0.0014
6 F -33.48 -13.17 6.88  0.0020
7 F -32.27 -14.62 5.08  -0.0002
8 F -31.33 -11.79 10.44  0.0677
9 F -31.39 -11.83 7.14  0.0164
10 F -28.45 -8.78 13.29  -0.0003
11 F -29.79 -10.71 12.61  0.0017
12 F -31.32 -14.56 7.29  0.0009
13 F -27.35 -10.62 11.92  0.0020
14 F -32.21 -12.23 4.83  0.0018
15 F -29.12 -10.10 9.93  0.0019
16 F -30.08 -8.30 11.35  0.0027
17 O -29.32 -10.00 7.09  0.0421
18 O -27.60 -13.75 7.57  -0.0013
19 O -29.10 -8.40 5.44  0.0006
20 O -33.37 -7.92 8.70  0.0019
21 O -28.30 -10.42 5.06  0.0019
22 O -31.55 -7.17 7.77  0.0002
23 O -31.47 -9.15 8.83  0.0052
24 O -28.84 -15.02 8.78  0.0007
25 O -29.18 -12.76 8.80  0.0033
26 C -27.33 -15.00 7.06  -0.0005
27 C -33.71 -6.74 8.04  0.0008
28 C -28.92 -9.64 5.96  0.0157
29 C -27.95 -9.74 3.90  0.0003
30 C -27.87 -15.85 8.27  0.0015
31 C -28.47 -10.62 2.69  0.0001
32 C -32.47 -6.15 7.59  0.0005
33 C -32.63 -5.64 6.16  0.0003
34 C -28.55 -8.30 4.10  -0.0001
35 C -25.83 -15.33 6.79  0.0000
36 C -32.07 -8.16 8.49  0.0156
37 C -28.57 -13.77 8.49  0.0149
38 H -27.82 -15.19 6.11  0.0002
39 H -33.41 -6.15 5.58  0.0000
40 H -34.34 -6.93 7.17  0.0000
41 H -27.94 -7.40 4.03  0.0000
42 H -28.38 -16.69 7.80  -0.0003
43 H -27.08 -16.20 8.93  0.0002
44 H -34.17 -6.03 8.74  0.0000
45 H -32.79 -4.58 5.96  0.0001
46 H -29.49 -11.00 2.62  0.0000
47 H -27.71 -11.39 2.64  0.0000
48 H -28.27 -10.00 1.82  0.0000
49 H -32.20 -5.32 8.25  0.0000
50 H -25.25 -15.62 7.67  0.0000
51 H -29.21 -8.31 3.24  0.0000
52 H -25.24 -14.43 6.61  0.0000
53 H -31.80 -5.82 5.47  0.0000
54 H -25.68 -15.84 5.84  0.0000
55 H -26.88 -9.67 3.71  0.0001

---

The following is a DFT calculation (ωB97M-V/def2-TZVPD) of C12H18AuN4O4SSe as an isolated structure.

Properties
orbital gap (spin up / spin down)	5.5901 / 5.5891	eV
HOMO energy (spin up / spin down)	-11.61 / -11.61	eV
net charge	+1
E	-3923.12464	Eh
energy relative to the best compared isomer or geometry (same formula, charge and spin)	0.534	eV

Last column: Mulliken charge in e.
CARTESIAN COORDINATES (ANGSTROEM)
1 Au 0.92 0.58 -0.09  1.1192
2 Se 1.48 -0.90 -1.95  0.0627
3 S -1.18 -0.51 0.44  -0.2118
4 O -2.04 -7.00 -1.38  -0.4474
5 O 1.22 2.87 3.42  -0.6374
6 O 0.77 2.05 1.42  -1.1152
7 O 0.16 -6.87 -1.19  -0.5148
8 N -0.74 4.36 1.23  -0.0283
9 N 1.73 1.52 -3.69  -0.4653
10 N -0.34 2.54 -1.40  -0.3697
11 N 2.58 0.02 1.67  -0.5809
12 C -0.02 -3.01 0.39  -0.1723
13 C -0.91 -6.33 -1.12  0.6487
14 C -1.03 -4.88 -0.74  0.5967
15 C -0.28 4.00 -1.22  -0.7636
16 C 1.67 0.57 -3.03  0.2325
17 C 2.63 1.10 2.66  -0.4813
18 C -1.08 -2.19 -0.02  0.2090
19 C -2.09 -4.08 -1.13  -0.7921
20 C 0.01 -4.34 0.01  -0.5361
21 C -2.11 -2.73 -0.79  -0.7578
22 C 1.46 2.07 2.55  0.6363
23 C -1.25 4.52 -0.16  -0.5763
24 H 0.77 -2.60 1.00  0.2849
25 H -0.20 3.44 1.34  0.1415
26 H -0.09 5.10 1.49  0.4160
27 H -2.89 -4.47 -1.75  0.3308
28 H -0.52 4.53 -2.14  0.4571
29 H 2.65 0.73 3.69  0.3557
30 H 3.54 1.69 2.52  0.3222
31 H 2.25 -0.84 2.09  0.2047
32 H 0.84 -4.98 0.29  0.4714
33 H 0.04 2.32 -2.32  0.2713
34 H -2.92 -2.09 -1.12  0.4572
35 H -1.31 2.24 -1.41  0.1937
36 H 0.75 4.27 -0.95  0.3321
37 H -2.20 3.99 -0.23  0.3491
38 H -2.82 -6.47 -1.20  0.3075
39 H -1.45 5.58 -0.34  0.3824
40 H 3.49 -0.17 1.26  0.2781
41 H -1.49 4.36 1.92  0.3894

---

The following is a DFT calculation (ωB97M-V/def2-TZVPD) of C12H18B3F12LiO9 as an isolated structure in a non-equilibrium geometry.

Properties
orbital gap	8.4270	eV
HOMO energy	-4.85	eV
net charge	-2
E	-2426.63214	Eh
energy relative to the best compared isomer or geometry (same formula, charge and spin)	1.091	eV

Last column: Mulliken charge in e.
CARTESIAN COORDINATES (ANGSTROEM)
1 F 1.44 0.87 12.24  -0.3206
2 F 0.24 0.18 14.59  -0.0049
3 F -0.48 -3.88 13.02  -0.4377
4 F -1.88 -0.31 15.35  -0.4003
5 F 3.16 1.64 10.89  -0.4533
6 F -1.50 -0.25 13.10  -0.4018
7 F -1.47 1.70 14.33  -0.4265
8 F 0.30 -2.70 11.20  -0.3990
9 F 1.49 -4.49 12.01  -0.4300
10 F 2.84 -0.64 11.16  -0.4042
11 F 1.36 0.62 9.93  -0.3967
12 F 1.35 -2.53 13.26  -0.4104
13 O 3.86 -0.03 13.56  -0.3270
14 O 6.00 2.19 17.45  -0.6040
15 O 4.73 -1.62 16.73  -0.0356
16 O 3.06 -2.67 17.71  -0.3790
17 O 2.73 -1.68 15.73  -0.3284
18 O 4.02 2.99 16.63  -0.3533
19 O 5.22 1.71 13.84  -0.3033
20 O 5.94 -0.30 14.37  -0.3185
21 O 4.03 1.23 17.92  -0.2638
22 C 2.64 2.80 16.96  0.5180
23 C 5.36 -2.29 17.80  0.2702
24 C 2.64 1.51 17.81  -0.3134
25 C 4.91 0.39 13.90  0.3588
26 C 8.17 -0.10 13.49  -1.6338
27 C 4.17 -2.99 18.53  -0.4899
28 C 3.47 -2.02 16.58  0.4360
29 C 6.59 1.92 14.12  -0.3667
30 C 4.80 2.17 17.37  0.6849
31 C 7.12 0.50 14.42  0.6678
32 C 1.88 2.66 15.65  -1.5128
33 C 6.12 -1.24 18.63  -1.2586
34 B 2.18 0.60 11.06  0.5200
35 B 0.66 -3.37 12.34  0.2656
36 B -1.14 0.35 14.32  0.2136
37 Li 1.86 -0.63 13.97  1.5399
38 H 2.26 1.89 15.00  0.3119
39 H 6.01 -3.03 17.33  0.3028
40 H 2.03 3.62 15.14  0.3836
41 H 2.19 3.65 17.49  0.2516
42 H 5.37 -0.65 19.17  0.3065
43 H 6.67 -1.76 19.42  0.4190
44 H 2.12 0.68 17.33  0.1289
45 H 7.46 0.39 15.45  0.1037
46 H 6.75 2.61 14.94  0.2654
47 H 4.32 -4.06 18.64  0.2833
48 H 6.73 -0.62 17.99  0.1829
49 H 9.12 0.44 13.52  0.4048
50 H 7.87 -0.09 12.44  0.3835
51 H 7.04 2.25 13.18  0.3471
52 H 4.02 -2.52 19.50  0.3224
53 H 2.14 1.69 18.76  0.3058
54 H 8.29 -1.14 13.77  0.3462
55 H 0.80 2.61 15.79  0.4494

---

The following is a DFT calculation (ωB97M-V/def2-TZVPD) of C12H18BNO5S as an isolated structure in a non-equilibrium geometry.

Properties
orbital gap	9.5289	eV
HOMO energy	-9.00	eV
net charge	0
E	-1322.10801	Eh
energy relative to the best compared isomer or geometry (same formula, charge and spin)	0.000	eV

Last column: Mulliken charge in e.
CARTESIAN COORDINATES (ANGSTROEM)
1 S 0.24 0.62 -5.75  1.1507
2 O -0.93 0.73 1.51  -0.5780
3 O -0.45 1.94 -5.48  -0.6297
4 O 0.64 -1.07 1.55  -0.5725
5 O 1.40 0.30 -4.73  -0.3010
6 O -0.62 -0.51 -6.11  -0.5951
7 N 1.09 0.93 -7.21  -0.5866
8 C -0.19 -1.10 2.74  1.2959
9 C 0.42 1.27 3.40  -1.5047
10 C -0.57 0.76 -1.61  -1.2089
11 C 1.97 0.04 -2.45  -0.4245
12 C 0.72 -1.54 3.90  -1.7027
13 C 0.37 0.27 -0.69  0.2417
14 C 1.65 -0.06 -1.12  -0.6823
15 C 1.00 0.38 -3.47  0.6623
16 C -1.31 -2.13 2.49  -1.6680
17 C -0.31 0.78 -2.95  -0.1259
18 C -0.71 0.39 2.87  1.3778
19 C -1.98 0.51 3.72  -1.8802
20 B -0.01 -0.06 0.79  1.0418
21 H -2.74 -0.15 3.32  0.4588
22 H -0.92 -3.16 2.36  0.4299
23 H 0.90 1.86 -7.53  0.2951
24 H -1.05 1.14 -3.61  0.5299
25 H 0.32 -1.29 4.91  0.2953
26 H 0.73 0.27 -7.88  0.2995
27 H -1.86 0.28 4.77  0.3218
28 H 1.72 -1.11 3.77  0.3979
29 H 2.96 -0.21 -2.81  0.4037
30 H -1.57 0.96 -1.27  0.3383
31 H -1.76 -1.78 1.55  0.2871
32 H -2.35 1.52 3.63  0.4976
33 H 0.05 2.26 3.58  0.4323
34 H 1.19 1.28 2.64  0.2626
35 H -2.07 -2.13 3.27  0.3634
36 H 0.83 0.91 4.37  0.3115
37 H 0.80 -2.66 3.90  0.3979
38 H 2.37 -0.42 -0.39  0.3675

---

The following is a DFT calculation (ωB97M-V/def2-TZVPD) of a 3-piece molecular cluster, C12H18BrN4S overall.

Properties
orbital gap	8.4409	eV
HOMO energy	-13.76	eV
net charge	+1
E	-3658.97536	Eh

Last column: Mulliken charge in e.
CARTESIAN COORDINATES (ANGSTROEM)
1 Br 1.30 3.88 0.39  -0.0300
2 S 1.15 0.69 -0.75  -0.1612
3 N -1.36 3.42 0.75  0.3551
4 N 3.17 -2.26 -1.68  -0.4404
5 N -2.56 2.87 0.80  -0.7510
6 N -5.60 -0.63 2.94  -0.4347
7 C 3.76 -0.21 -4.44  -0.3639
8 C 4.20 -1.45 -5.21  -1.1685
9 C -3.76 -1.59 4.53  -0.5241
10 C -2.64 1.64 0.37  -0.3535
11 C -0.24 2.86 0.33  0.2136
12 C -4.83 -1.09 3.66  0.3115
13 C -1.52 0.94 -0.11  -0.0723
14 C -2.06 -1.03 2.76  -0.7636
15 C 4.20 -0.23 -2.97  -0.2530
16 C -2.46 -0.84 4.21  -0.4933
17 C -0.28 1.53 -0.14  0.2562
18 C 3.62 -1.37 -2.26  0.1316
19 H -1.32 4.38 1.09  0.2430
20 H -1.67 -1.19 4.88  0.3274
21 H -2.83 -0.65 2.09  0.1194
22 H -2.61 0.22 4.42  0.2871
23 H -3.61 1.18 0.39  0.5254
24 H -1.64 -0.07 -0.46  0.4881
25 H -4.06 -1.44 5.57  0.3105
26 H 5.29 -0.30 -2.90  0.3152
27 H -1.89 -2.08 2.52  0.3404
28 H 3.89 0.68 -2.46  0.2284
29 H 1.36 -0.01 0.37  0.2499
30 H 3.90 -1.38 -6.25  0.3386
31 H 3.75 -2.35 -4.79  0.3546
32 H -1.13 -0.48 2.55  0.2406
33 H -3.65 -2.66 4.36  0.2922
34 H 4.19 0.68 -4.91  0.3302
35 H 2.67 -0.11 -4.49  0.2419
36 H 5.28 -1.57 -5.18  0.3085

---

The following is a DFT calculation (ωB97M-V/def2-TZVPD) of C12H18Cl2F6LaN3O5S4 as an isolated structure in a non-equilibrium geometry.

Properties
orbital gap	3.8351	eV
HOMO energy	0.06	eV
net charge	-2
E	-4152.63965	Eh
energy relative to the best compared isomer or geometry (same formula, charge and spin)	0.789	eV

Last column: Mulliken charge in e.
CARTESIAN COORDINATES (ANGSTROEM)
1 La 9.86 8.93 11.77  1.3447
2 Cl 12.98 4.70 12.88  -0.1462
3 Cl 10.58 3.77 14.34  -0.2269
4 S 13.78 9.03 13.11  -0.2083
5 S 13.12 8.30 11.41  -0.5413
6 S 12.91 8.08 14.67  -0.1866
7 S 11.04 8.78 14.92  -0.5920
8 F 6.06 11.12 10.84  -0.2230
9 F 4.28 10.35 11.86  -0.2962
10 F 5.53 8.90 14.26  -0.3047
11 F 7.71 8.74 13.91  -0.2056
12 F 6.72 10.67 13.71  -0.2751
13 F 5.04 9.40 10.04  -0.2927
14 O 10.65 10.99 12.67  -0.3146
15 O 10.58 11.01 10.54  -0.4725
16 O 10.69 6.76 12.34  -0.0581
17 O 7.63 9.09 11.38  -0.7572
18 O 9.45 5.13 11.39  -0.6907
19 N 10.79 11.66 11.60  0.1740
20 N 10.56 8.37 9.28  -0.3314
21 N 10.22 8.20 6.96  0.2376
22 C 9.87 7.97 8.26  0.8330
23 C 12.35 8.96 5.82  -1.1778
24 C 8.61 7.20 8.50  -0.7677
25 C 11.17 4.38 12.75  -0.0965
26 C 5.43 10.00 11.21  0.6085
27 C 6.57 9.34 13.44  0.3890
28 C 6.39 8.99 11.93  1.2241
29 C 5.81 7.54 11.85  -1.6817
30 C 9.64 7.50 5.78  -0.9338
31 C 10.36 5.55 12.12  0.2412
32 C 10.04 6.10 5.73  -0.9908
33 C 11.13 9.33 6.63  -0.6102
34 H 10.05 8.08 4.91  0.4154
35 H 13.23 9.50 6.24  0.4039
36 H 9.84 5.49 6.59  0.2991
37 H 8.55 7.69 5.78  0.4227
38 H 7.93 7.92 8.95  -0.0278
39 H 11.01 3.48 12.14  0.3131
40 H 11.10 5.97 5.43  0.3091
41 H 11.43 9.79 7.56  0.3572
42 H 12.24 9.31 4.76  0.3154
43 H 9.47 5.58 4.91  0.3411
44 H 11.52 8.66 9.06  -0.0009
45 H 8.18 6.83 7.53  0.2934
46 H 4.79 7.53 12.34  0.3873
47 H 12.64 7.90 5.97  0.2732
48 H 8.78 6.41 9.26  0.1493
49 H 6.37 6.84 12.45  0.4649
50 H 10.53 10.13 6.14  0.3601
51 H 5.64 7.08 10.83  0.2531

---

The following is a DFT calculation (ωB97M-V/def2-TZVPD) of a 4-piece molecular cluster, C12H18ClO10 overall in a non-equilibrium geometry.

Properties
orbital gap	9.5432	eV
HOMO energy	-6.65	eV
net charge	-1
E	-1680.52378	Eh
energy relative to the best compared isomer or geometry (same formula, charge and spin)	0.000	eV

Last column: Mulliken charge in e.
CARTESIAN COORDINATES (ANGSTROEM)
1 Cl -9.48 -11.69 -21.64  1.8417
2 O -10.54 -7.86 -24.27  -0.3425
3 O -10.03 -12.56 -27.33  -0.6262
4 O -10.89 -11.61 -21.97  -0.7408
5 O -11.20 -11.08 -26.13  -0.3830
6 O -7.15 -13.10 -17.77  -0.3546
7 O -9.13 -13.03 -21.25  -0.7244
8 O -5.30 -14.24 -17.27  -0.6068
9 O -8.72 -11.31 -22.82  -0.7802
10 O -10.79 -6.38 -22.62  -0.6294
11 O -9.20 -10.78 -20.56  -0.6911
12 C -7.63 -11.73 -17.72  -0.1450
13 C -12.75 -12.50 -25.08  -0.5753
14 C -9.45 -8.43 -25.00  -0.0158
15 C -8.29 -8.48 -23.99  -0.0295
16 C -8.56 -7.21 -23.20  -0.5012
17 C -5.33 -11.81 -17.06  -0.3642
18 C -12.06 -11.13 -24.98  0.1476
19 C -11.61 -13.34 -25.64  -0.3961
20 C -5.88 -13.20 -17.36  0.4679
21 C -10.07 -7.07 -23.28  0.5159
22 C -10.85 -12.34 -26.48  0.4977
23 C -6.59 -10.95 -16.92  -0.5313
24 H -6.84 -10.80 -15.87  0.2804
25 H -13.10 -12.79 -24.09  0.3291
26 H -7.35 -8.56 -24.53  0.4220
27 H -4.69 -11.83 -16.19  0.3048
28 H -8.46 -9.34 -23.34  -0.0998
29 H -9.74 -9.43 -25.31  -0.0912
30 H -8.14 -6.30 -23.66  0.2533
31 H -11.91 -14.17 -26.26  0.3143
32 H -7.67 -11.41 -18.76  0.1064
33 H -4.73 -11.51 -17.92  0.2366
34 H -13.58 -12.44 -25.79  0.2951
35 H -12.80 -10.34 -25.00  0.3480
36 H -8.62 -11.71 -17.27  0.3107
37 H -9.20 -7.85 -25.90  0.2579
38 H -10.93 -13.74 -24.89  0.2343
39 H -8.20 -7.28 -22.18  0.3318
40 H -6.42 -9.96 -17.34  0.2889
41 H -11.47 -11.10 -24.07  -0.1558

---

The following is a DFT calculation (ωB97M-V/def2-TZVPD) of C12H18F9FeO6 as an isolated structure in a non-equilibrium geometry.

Properties
orbital gap (spin up / spin down)	8.1430 / 7.7921	eV
multiplicity	5
<S²>	6.008
HOMO energy (spin up / spin down)	-5.24 / -4.90	eV
net charge	-1
E	-3082.07911	Eh
energy relative to the best compared isomer or geometry (same formula, charge and spin)	0.689	eV

Last column: Mulliken spin population.
CARTESIAN COORDINATES (ANGSTROEM)
1 Fe -0.54 -0.85 0.23  3.8560
2 F -1.38 2.19 3.72  0.0003
3 F 0.10 -2.04 -4.20  0.0009
4 F 3.64 -1.47 1.27  0.0004
5 F -0.67 -3.43 -2.76  -0.0019
6 F 4.08 0.16 2.63  0.0002
7 F -2.00 -2.54 -4.27  0.0003
8 F 2.18 -0.85 2.72  0.0001
9 F 0.41 1.08 3.19  -0.0004
10 F -1.01 0.28 4.65  0.0007
11 O -0.24 -0.61 -1.88  0.0460
12 O 3.42 0.85 -0.25  0.0006
13 O -1.37 0.92 1.13  0.0028
14 O -1.42 -1.01 2.09  0.0517
15 O -2.01 -1.62 -1.32  0.0167
16 O 1.42 0.11 0.22  0.0355
17 C -0.95 -2.31 -3.43  -0.0081
18 C -1.94 2.22 -0.76  -0.0060
19 C 5.46 1.74 -1.13  0.0001
20 C -3.56 -2.97 -0.19  0.0017
21 C 2.48 0.58 0.84  -0.0052
22 C 4.64 1.44 0.11  0.0008
23 C -2.08 2.10 0.75  0.0059
24 C -3.33 -2.14 -1.44  -0.0018
25 C -1.30 -1.15 -2.48  -0.0046
26 C -0.87 0.94 3.48  0.0006
27 C -1.70 0.27 2.38  -0.0080
28 C 3.11 -0.39 1.86  0.0040
29 H 2.30 1.58 1.28  0.0019
30 H -3.54 -2.79 -2.30  0.0007
31 H 6.52 1.90 -0.94  0.0001
32 H -2.26 3.21 -1.11  -0.0008
33 H 5.22 0.75 0.74  -0.0002
34 H -1.92 -0.38 -2.98  -0.0037
35 H -4.06 -1.34 -1.62  0.0030
36 H -0.89 2.12 -1.04  0.0038
37 H 4.56 2.40 0.63  -0.0002
38 H -3.14 2.14 1.01  0.0015
39 H 5.32 0.97 -1.90  0.0000
40 H 5.16 2.64 -1.67  0.0000
41 H -4.51 -3.50 -0.30  0.0001
42 H -2.81 -3.73 0.01  -0.0012
43 H -1.52 2.95 1.16  0.0017
44 H -2.54 1.54 -1.36  0.0012
45 H -3.69 -2.36 0.70  0.0008
46 H -2.78 0.42 2.55  0.0020